(1)
The following is a DFT calculation (ωB97M-V/def2-TZVPD) of one molecule with the formula C6H11N in a non-equilibrium geometry.

Values from the calculation:
Structure (SMILES): CCC[C@@H](C)C#N
Orbital gap (Eh): 0.4516
2S+1: 1

Each line ends with the Löwdin charge.
Cartesian coordinates (Å):
C 1.233 -2.359 0.085  -0.116
C 0.402 -1.204 0.637  -0.272
C 0.206 -0.081 -0.382  -0.201
C -0.420 1.191 0.214  -0.376
C -0.642 2.284 -0.839  -0.067
C -1.689 0.876 0.894  -0.209
N -2.687 0.622 1.422  0.155
H 1.339 -3.158 0.826  0.071
H 0.770 -2.791 -0.810  0.074
H 2.240 -2.023 -0.190  0.072
H -0.580 -1.570 0.963  0.108
H 0.891 -0.798 1.534  0.114
H 1.175 0.206 -0.813  0.121
H -0.417 -0.434 -1.214  0.128
H 0.258 1.574 0.989  0.146
H 0.307 2.519 -1.331  0.082
H -1.353 1.948 -1.601  0.088
H -1.032 3.199 -0.384  0.084


(2)
The following is a DFT calculation (ωB97M-V/def2-TZVPD) of one molecule with the formula C6H11N in a non-equilibrium geometry.

Values from the calculation:
Orbital gap (Eh): 0.3223
2S+1: 1

Each line ends with the Löwdin charge.
Cartesian coordinates (Å):
C 0.796 0.686 -0.882  -0.117
C 2.105 -1.189 -0.297  -0.009
C -0.488 0.627 -0.014  -0.318
C -1.207 1.919 0.058  -0.087
C -0.701 -1.918 0.223  -0.089
C -1.033 -0.443 0.475  -0.134
N 1.849 0.067 -0.064  -0.100
H 0.849 0.149 -1.741  0.083
H 1.055 1.650 -1.075  0.080
H 2.862 -1.558 0.293  -0.017
H -0.785 2.615 0.808  0.079
H -2.202 1.527 0.348  0.072
H -1.249 2.666 -0.837  0.115
H -0.931 -2.427 1.242  0.094
H 0.377 -2.104 -0.060  0.016
H -1.344 -2.403 -0.514  0.069
H -1.923 -0.252 1.128  0.116
H 1.968 0.386 0.908  0.149


(3)
The following is a DFT calculation (ωB97M-V/def2-TZVPD) of a 2-piece molecular cluster, C6H11N overall in a non-equilibrium geometry.

Values from the calculation:
Structure (SMILES): C=C[C@H](C#N)CC.[H][H]
Orbital gap (Eh): 0.4105
2S+1: 1

Each line ends with the Löwdin charge.
Cartesian coordinates (Å):
C -2.533 -0.009 0.597  -0.010
C -1.349 -0.612 0.590  -0.175
C 0.007 0.065 0.596  -0.338
C 1.071 -0.664 -0.255  -0.231
C 2.483 -0.145 0.014  -0.103
C -0.060 1.491 0.233  -0.235
N -0.074 2.613 -0.049  0.169
H -3.449 -0.590 0.639  0.061
H -1.625 0.567 -1.759  0.038
H -2.642 1.074 0.545  0.065
H -1.289 -1.702 0.599  0.108
H -1.284 0.215 -2.318  0.062
H 0.362 0.040 1.636  0.151
H 1.010 -1.729 -0.003  0.112
H 0.826 -0.576 -1.321  0.101
H 2.744 -0.254 1.074  0.078
H 3.224 -0.698 -0.571  0.074
H 2.577 0.915 -0.248  0.074


(4)
The following is a DFT calculation (ωB97M-V/def2-TZVPD) of an isolated ion of composition C6H11N and charge +1 in a non-equilibrium geometry.

Values from the calculation:
Orbital gap (alpha / beta) (Eh): 0.3305 / 0.2272
2S+1: 2
Charge: +1

Each line ends with the Löwdin charge.
Cartesian coordinates (Å):
C -3.610 0.426 0.298  0.202
C -2.429 -0.295 0.450  -0.099
N -1.291 0.054 -0.111  0.085
C -0.014 -0.114 0.640  -0.132
C 3.582 0.066 -0.822  -0.076
C 2.373 0.100 0.069  -0.146
C 1.165 -0.293 -0.294  -0.106
H -3.807 0.955 -0.631  0.104
H -4.320 0.433 1.111  0.098
H -2.382 -1.170 1.090  0.151
H -1.346 0.957 -0.581  0.173
H -0.181 -1.015 1.237  0.131
H 0.099 0.779 1.250  0.141
H 3.289 -0.169 -1.839  0.077
H 4.226 -0.752 -0.486  0.088
H 4.174 0.976 -0.731  0.084
H 2.561 0.550 1.035  0.116
H 0.869 -0.544 -1.304  0.112


(5)
The following is a DFT calculation (ωB97M-V/def2-TZVPD) of an isolated ion of composition C6H11N and charge +1 in a non-equilibrium geometry.

Values from the calculation:
Orbital gap (alpha / beta) (Eh): 0.3720 / 0.2421
2S+1: 2
Charge: +1

Each line ends with the Löwdin charge.
Cartesian coordinates (Å):
C 0.777 2.894 0.587  -0.044
C -0.278 1.898 0.860  0.001
C 0.011 0.558 0.916  -0.090
N -0.773 -0.532 0.880  0.091
C -0.941 -1.253 -0.422  -0.119
C 0.981 -1.935 -1.935  0.051
C 0.330 -1.979 -0.781  -0.181
H 0.389 3.904 0.505  0.094
H 1.177 2.645 -0.399  0.113
H 1.553 2.870 1.348  0.107
H -1.311 2.181 0.649  0.140
H 1.052 0.298 0.740  0.152
H -1.633 -0.304 1.384  0.165
H -1.813 -1.890 -0.346  0.135
H -1.017 -0.480 -1.194  0.131
H 0.652 -1.270 -2.721  0.072
H 1.790 -2.620 -2.123  0.073
H 0.697 -2.642 -0.006  0.108


(6)
The following is a DFT calculation (ωB97M-V/def2-TZVPD) of an isolated ion of composition C6H11N2 and charge +1 in a non-equilibrium geometry.

Values from the calculation:
Structure (SMILES): C[N+]1=C(CN)C=CC1
Orbital gap (Eh): 0.3811
2S+1: 1
Charge: +1

Each line ends with the Löwdin charge.
Cartesian coordinates (Å):
C -1.620 -1.515 0.057  0.084
C -0.070 -0.587 -0.026  -0.049
C 1.113 -1.389 -0.152  -0.199
C -1.969 0.806 -0.092  -0.064
C -2.541 -0.622 -0.007  -0.054
C 0.397 1.768 0.033  -0.001
N -0.513 0.618 -0.039  -0.094
N 2.405 -0.760 0.129  0.038
H -1.449 -2.570 0.036  0.094
H 0.978 -2.537 0.153  0.186
H 1.043 -1.445 -1.195  0.130
H -2.248 1.119 -1.117  0.163
H -2.249 1.491 0.564  0.090
H -3.657 -0.645 0.074  0.147
H 0.386 2.354 1.024  0.127
H 1.444 1.362 -0.164  0.097
H 0.020 2.575 -0.750  0.141
H 2.817 -0.946 1.037  0.099
H 3.009 -1.071 -0.579  0.068


(7)
The following is a DFT calculation (ωB97M-V/def2-TZVPD) of an isolated ion of composition C6H11N2 and charge +1.

Values from the calculation:
Structure (SMILES): CCCc1c[nH]c[nH+]1
Orbital gap (Eh): 0.4016
2S+1: 1
Charge: +1

Each line ends with the Löwdin charge.
Cartesian coordinates (Å):
C 1.317 -2.205 1.090  -0.097
C -0.093 -1.711 1.453  -0.231
C -0.216 -0.189 1.548  -0.139
C -0.261 0.497 0.230  -0.202
C -1.374 0.827 -0.476  0.022
N -0.955 1.297 -1.696  0.118
C 0.367 1.284 -1.753  -0.041
N 0.795 0.773 -0.604  0.172
H 1.552 -2.212 0.022  0.070
H 2.070 -1.559 1.540  0.071
H 1.455 -3.201 1.500  0.078
H -0.300 -2.116 2.439  0.111
H -0.859 -2.129 0.795  0.116
H 0.619 0.158 2.171  0.128
H -1.072 0.159 2.130  0.129
H -2.397 0.804 -0.154  0.148
H -1.542 1.738 -2.393  0.188
H 0.935 1.489 -2.652  0.169
H 1.768 0.719 -0.331  0.190


(8)
The following is a DFT calculation (ωB97M-V/def2-TZVPD) of an isolated ion of composition C6H11N2 and charge +1 in a non-equilibrium geometry.

Values from the calculation:
Orbital gap (alpha / beta) (Eh): 0.1606 / 0.2671
2S+1: 3
Charge: +1

Each line ends with the Löwdin charge.
Cartesian coordinates (Å):
C 2.382 -0.267 0.298  -0.333
C 1.441 1.709 -0.202  -0.053
C 2.037 0.505 -0.870  -0.054
C 1.047 0.370 0.316  -0.175
C -0.750 -1.250 -0.706  -0.039
C -0.406 -0.385 0.482  -0.246
N 3.178 -1.082 0.760  0.255
N -1.429 0.709 0.628  0.211
H 2.077 2.325 0.422  0.112
H 0.738 2.284 -0.793  0.105
H 2.010 0.233 -1.904  0.134
H -0.771 -0.669 -1.627  0.095
H -1.717 -1.734 -0.569  0.091
H -0.002 -2.031 -0.819  0.104
H -0.371 -0.955 1.410  0.150
H 2.967 -1.540 1.639  0.111
H -1.149 1.367 1.367  0.181
H -2.357 0.324 0.849  0.180
H -1.497 1.227 -0.258  0.171


(9)
The following is a DFT calculation (ωB97M-V/def2-TZVPD) of a 2-piece molecular cluster, C6H11N2O overall in a non-equilibrium geometry.

Values from the calculation:
Orbital gap (Eh): 0.3894
2S+1: 1
Charge: +1

Each line ends with the Löwdin charge.
Cartesian coordinates (Å):
C 2.065 0.015 -0.505  -0.106
C 2.310 -1.433 -0.436  -0.145
C 2.012 0.818 0.577  -0.049
C 1.411 -2.236 0.201  0.055
C -1.849 0.473 -0.455  -0.279
C -3.838 -0.512 0.021  0.015
N -1.083 1.330 -0.617  0.192
N 1.267 2.086 0.250  0.131
O -2.424 -0.618 -0.201  0.055
H 1.650 0.428 -1.364  0.096
H 3.309 -1.745 -0.740  0.108
H 2.329 0.689 1.662  0.157
H 1.546 -3.326 0.350  0.083
H 0.434 -1.836 0.311  0.037
H -4.463 -0.386 -0.813  0.101
H -4.051 0.303 0.720  0.121
H -4.207 -1.244 0.561  0.052
H 0.357 1.984 -0.314  0.060
H 1.945 2.621 -0.327  0.172
H 1.282 2.589 1.121  0.144


(10)
The following is a DFT calculation (ωB97M-V/def2-TZVPD) of an isolated ion of composition C6H11N2O and charge +1 in a non-equilibrium geometry.

Values from the calculation:
Structure (SMILES): C=C1CC[C@H](/[NH+]=C/O)N1
Orbital gap (Eh): 0.3366
2S+1: 1
Charge: +1

Each line ends with the Löwdin charge.
Cartesian coordinates (Å):
C -0.418 -0.642 1.029  -0.212
C 0.371 -1.583 0.005  -0.091
C 1.119 -0.561 -0.864  -0.127
C 2.194 1.559 -0.096  0.075
C -2.392 0.650 -0.139  -0.148
C 1.345 0.572 0.018  -0.325
N 0.215 0.548 0.967  0.042
N -1.942 -0.444 0.347  0.158
O -3.628 0.714 -0.615  0.156
H -0.745 -1.051 2.072  0.185
H 1.118 -2.373 0.497  0.167
H -0.334 -2.300 -0.386  0.096
H 2.065 -0.864 -1.227  0.123
H 0.351 -0.337 -1.569  0.119
H 2.491 2.390 0.549  0.079
H 2.932 1.516 -0.908  0.082
H -1.737 1.556 -0.096  0.181
H 0.153 1.353 1.547  0.145
H -2.580 -1.242 0.360  0.170
H -3.807 1.546 -1.025  0.125


(11)
The following is a DFT calculation (ωB97M-V/def2-TZVPD) of a 2-piece molecular cluster, C6H11N2O2S overall in a non-equilibrium geometry.

Values from the calculation:
Orbital gap (Eh): 0.2978
2S+1: 1
Charge: +1

Each line ends with the Löwdin charge.
Cartesian coordinates (Å):
C -1.795 1.063 0.818  -0.322
C -1.224 2.144 1.261  -0.232
C 1.330 2.267 -0.807  0.016
C 0.508 -0.082 -1.447  -0.033
C -2.702 -0.632 2.883  -0.279
C 1.081 0.779 -0.342  -0.436
N 0.817 0.242 1.855  -0.067
N 0.404 0.733 0.819  0.015
O -0.754 3.203 1.280  0.239
O 0.147 0.081 2.874  0.018
S -2.662 -0.308 1.069  1.042
H 0.804 3.072 -0.430  0.037
H 2.415 2.541 -0.664  0.115
H 1.099 2.266 -1.831  0.064
H 1.198 -0.153 -2.290  0.094
H -0.377 0.399 -1.902  0.094
H 0.341 -1.123 -0.916  0.131
H -3.501 -1.353 2.883  0.034
H -2.902 0.269 3.387  0.035
H -1.589 -0.979 3.152  0.089
H 2.090 0.386 -0.160  0.148
H 1.751 -0.111 1.789  0.198


(12)
The following is a DFT calculation (ωB97M-V/def2-TZVPD) of a 2-piece molecular cluster, C6H11N2O3 overall in a non-equilibrium geometry.

Values from the calculation:
Orbital gap (Eh): 0.2682
2S+1: 1
Charge: -1

Each line ends with the Löwdin charge.
Cartesian coordinates (Å):
C 1.373 -0.738 0.225  -0.522
C 1.400 1.716 0.310  -0.566
C 2.376 -0.815 -0.898  -0.034
C -1.026 -1.335 2.006  -0.149
C -0.719 0.042 1.403  -0.187
C 0.216 -0.032 0.103  -0.265
N -1.201 1.463 -1.144  -0.040
N -0.545 0.211 -1.132  -0.072
O 1.618 1.976 1.468  0.045
O 1.606 -1.452 1.232  -0.056
O 1.704 2.097 -0.780  0.019
H 3.379 -0.835 -0.465  0.076
H 2.355 0.084 -1.633  0.093
H 2.226 -1.774 -1.372  0.066
H -1.554 -1.257 3.010  0.055
H -1.785 -1.997 1.518  0.055
H 0.052 -1.731 2.169  0.076
H -0.076 0.544 2.188  0.107
H -1.495 0.729 1.008  0.083
H -0.546 2.265 -1.307  0.081
H -2.015 1.363 -1.743  0.064
H 0.026 0.202 -1.926  0.069


(13)
The following is a DFT calculation (ωB97M-V/def2-TZVPD) of an isolated ion of composition C6H11N2O4 and charge -1 in a non-equilibrium geometry.

Values from the calculation:
Structure (SMILES): C[N+](C)(C)/C(N)=C(/[O-])OC(=O)[O-]
Orbital gap (Eh): 0.2371
2S+1: 1
Charge: -1

Each line ends with the Löwdin charge.
Cartesian coordinates (Å):
C 2.292 -1.531 0.388  -0.514
C 2.629 -1.162 -2.008  -0.801
C -0.605 0.787 0.916  -0.085
C 1.337 1.218 -0.589  0.028
C -0.294 -0.451 -1.032  -0.069
C 1.197 -0.821 0.784  -0.275
N 0.199 -1.676 1.442  0.023
N 0.387 0.178 0.051  -0.370
O 2.711 -2.430 1.155  -0.023
O 3.005 -0.176 -2.654  -0.043
O 3.075 -1.106 -0.667  0.054
O 1.873 -2.064 -2.363  -0.009
H -1.316 0.098 1.443  0.094
H -0.189 1.447 1.735  0.114
H -1.391 1.368 0.266  0.121
H 0.622 1.991 -0.750  0.063
H 2.063 1.594 0.182  0.116
H 1.956 0.878 -1.494  0.098
H -0.900 -1.287 -0.537  0.118
H -0.982 0.251 -1.682  0.133
H 0.521 -0.968 -1.606  0.082
H 0.076 -1.324 2.428  0.085
H 0.559 -2.608 1.386  0.060


Quick rundown of ΔE to the lowest compared entry with this formula, charge and spin, same order as above: 0.043; 4.383; 1.844; 1.227; 1.651; 3.470; 0.055; 4.100; 4.295; 2.156; 5.835; 1.112; 0.953 eV